1.
{
  "formula": "C38H47N3O6S3TeTi",
  "method": "ωB97M-V/def2-TZVPD",
  "elements": ["Ti", "C", "C", "S", "C", "C", "S", "C", "C", "S", "H", "H", "H", "H", "H", "H", "H", "H", "H", "H", "H", "H", "O", "C", "O", "C", "C", "N", "N", "C", "C", "O", "O", "H", "H", "H", "C", "C", "C", "C", "C", "C", "Te", "N", "C", "O", "C", "C", "C", "C", "C", "C", "C", "C", "C", "C", "C", "C", "C", "C", "C", "C", "H", "H", "H", "H", "H", "H", "H", "H", "H", "H", "H", "H", "H", "H", "H", "H", "H", "H", "H", "H", "H", "H", "H", "C", "C", "C", "C", "O", "H", "H", "H", "H", "H", "H", "H", "H", "H"],
  "xyz": [[1.9961, -0.0375, 0.2933], [2.8843, -3.7804, 2.0850], [3.6056, -2.9113, 3.1114], [3.4559, -1.1288, 2.8141], [5.1745, -0.5774, 2.9229], [6.1695, -1.2056, 1.9492], [5.6791, -1.1086, 0.2031], [5.9608, -2.8157, -0.3209], [5.1392, -3.8947, 0.3865], [3.3588, -3.5654, 0.3538], [1.8226, -3.5319, 2.0706], [2.9897, -4.8288, 2.3689], [4.6667, -3.1557, 3.1576], [3.1897, -3.1295, 4.0961], [5.5321, -0.7232, 3.9436], [5.1006, 0.4944, 2.7469], [6.3287, -2.2568, 2.1877], [7.1302, -0.7053, 2.0760], [7.0218, -3.0593, -0.2374], [5.7193, -2.8016, -1.3852], [5.4498, -3.9926, 1.4269], [5.3383, -4.8551, -0.0913], [4.0636, 5.5494, 0.4049], [3.0508, 5.4951, -0.4463], [2.6868, 6.4544, -1.0781], [2.3614, 4.1833, -0.6126], [1.2744, 3.9975, -1.4410], [0.9161, 2.7083, -1.3510], [1.6955, 2.0392, -0.5026], [2.5860, 2.9077, -0.0583], [3.5809, 2.3569, 0.9075], [4.3812, 3.0895, 1.4711], [3.4794, 1.0831, 1.0769], [4.2387, 4.6758, 0.8467], [0.7554, 4.7043, -2.0663], [0.0834, 2.2444, -1.7058], [-6.8751, 0.3694, -4.6101], [-5.6682, 0.4217, -3.7136], [-5.1240, 1.6307, -3.3108], [-4.0106, 1.6993, -2.4754], [-3.4847, 3.0561, -2.0937], [-3.4383, 0.5057, -2.0233], [-1.7537, 0.5129, -0.7479], [0.9795, -1.4552, 1.0338], [0.2736, -0.6014, 1.7034], [0.5656, 0.6843, 1.4979], [-0.8420, -0.9291, 2.6172], [-1.3411, -2.2293, 2.6497], [-2.4046, -2.5378, 3.4801], [-2.9668, -1.5490, 4.2815], [-2.4717, -0.2536, 4.2459], [-1.4117, 0.0625, 3.4071], [-2.5296, 1.7289, 0.7898], [-1.8148, 2.8699, 1.1417], [-2.2538, 3.6872, 2.1717], [-3.4243, 3.3654, 2.8434], [-4.1253, 2.2209, 2.4981], [-3.6875, 1.3713, 1.4833], [-4.4328, 0.0966, 1.2023], [-3.9658, -0.7336, -2.4197], [-3.3738, -2.0476, -1.9812], [-5.0704, -0.7490, -3.2629], [-7.1392, 1.3611, -4.9750], [-7.7379, -0.0346, -4.0772], [-6.6929, -0.2742, -5.4719], [-5.5711, 2.5556, -3.6594], [-3.9325, 3.8270, -2.7193], [-2.3995, 3.1051, -2.2088], [-3.7034, 3.2929, -1.0512], [-0.8882, -2.9750, 2.0076], [-2.7996, -3.5454, 3.5055], [-3.7980, -1.7915, 4.9318], [-2.9170, 0.5166, 4.8626], [-1.0298, 1.0735, 3.3472], [-0.9021, 3.1220, 0.6183], [-1.6882, 4.5697, 2.4412], [-3.7864, 4.0004, 3.6420], [-5.0294, 1.9620, 3.0373], [-5.2439, -0.0367, 1.9169], [-3.7563, -0.7584, 1.2924], [-4.8531, 0.0813, 0.1942], [-3.2860, -2.1054, -0.8955], [-2.3695, -2.1902, -2.3879], [-3.9924, -2.8751, -2.3260], [-5.4778, -1.7058, -3.5728], [1.2666, -0.2634, -3.5575], [1.8536, -1.2685, -2.5742], [3.1414, -1.8730, -3.1160], [0.8399, -2.3523, -2.2360], [2.1968, -0.5593, -1.3849], [1.0041, -0.7548, -4.4955], [1.9836, 0.5324, -3.7663], [0.3599, 0.1821, -3.1399], [2.9499, -2.3810, -4.0631], [3.5374, -2.5988, -2.4058], [3.8876, -1.0937, -3.2775], [0.5662, -2.9000, -3.1401], [-0.0593, -1.9121, -1.8007], [1.2514, -3.0477, -1.5060]],
  "atomic_forces_ev_per_a": [[0.5, 0.0, 0.4], [0.0, 0.0, 0.0], [0.0, 0.0, 0.0], [0.0, 0.0, 0.0], [0.0, 0.0, -0.1], [-0.1, 0.0, 0.0], [0.0, 0.0, 0.0], [0.0, 0.0, 0.0], [0.0, 0.0, 0.1], [0.0, 0.0, 0.0], [0.0, 0.0, 0.0], [0.0, 0.0, 0.0], [0.0, 0.0, 0.0], [0.0, 0.0, 0.0], [0.0, 0.0, 0.0], [0.0, 0.0, 0.0], [0.0, 0.0, 0.0], [0.0, 0.0, 0.0], [0.0, 0.0, 0.0], [0.0, 0.0, 0.0], [0.0, 0.0, 0.0], [0.0, 0.0, 0.0], [0.0, -0.1, 0.1], [0.0, 0.0, -0.1], [0.0, 0.0, 0.0], [0.1, 0.0, 0.0], [0.0, 0.0, 0.0], [-0.1, 0.0, 0.0], [0.0, 0.2, -0.2], [0.0, 0.1, 0.1], [-0.1, 0.1, 0.0], [0.1, 0.0, -0.1], [0.0, 0.1, -0.1], [-0.1, 0.1, 0.0], [0.0, 0.0, 0.0], [0.0, 0.0, 0.0], [0.0, 0.0, 0.0], [0.0, 0.0, 0.0], [0.0, 0.0, 0.0], [0.0, 0.0, 0.0], [0.0, 0.0, 0.0], [0.0, 0.0, -0.1], [0.0, -0.1, 0.1], [-0.2, -0.1, 0.1], [0.0, 0.0, -0.2], [-0.2, -0.1, 0.0], [0.0, 0.0, 0.0], [0.0, 0.0, 0.0], [0.0, 0.0, 0.0], [0.0, 0.0, 0.0], [0.0, 0.0, 0.0], [0.0, 0.0, 0.0], [0.0, 0.1, 0.0], [-0.1, 0.0, 0.0], [0.0, 0.0, 0.0], [0.0, 0.0, 0.0], [0.0, 0.0, 0.0], [-0.1, 0.0, 0.0], [0.0, 0.0, 0.0], [0.0, 0.0, -0.1], [0.0, 0.0, 0.0], [0.0, 0.0, 0.0], [0.0, 0.0, 0.0], [0.0, 0.0, 0.0], [0.0, 0.0, 0.0], [0.0, 0.0, 0.0], [0.0, 0.0, 0.0], [0.0, 0.0, 0.0], [0.0, 0.0, 0.0], [0.0, 0.0, 0.0], [0.0, 0.0, 0.0], [0.0, 0.0, 0.0], [0.0, 0.0, 0.0], [0.0, 0.0, 0.0], [0.0, 0.0, 0.0], [0.0, 0.0, 0.0], [0.0, 0.0, 0.0], [0.0, 0.0, 0.0], [0.0, 0.0, 0.0], [0.0, 0.0, 0.0], [0.0, 0.0, 0.0], [0.0, 0.0, 0.0], [0.0, 0.0, 0.0], [0.0, 0.0, 0.0], [0.0, 0.0, 0.0], [0.0, 0.0, 0.0], [0.0, 0.1, 0.0], [0.0, 0.0, 0.0], [0.0, 0.0, 0.0], [-0.2, -0.1, 0.1], [0.0, 0.0, 0.0], [0.0, 0.0, 0.0], [0.0, 0.0, 0.0], [0.0, 0.0, 0.0], [0.0, 0.0, 0.0], [0.0, 0.0, 0.0], [0.0, 0.0, 0.0], [0.0, 0.0, 0.0], [0.0, 0.0, 0.0]],
  "mulliken_charge": [-0.299, -0.432, -1.046, 0.243, -0.835, -0.846, 0.012, -0.792, -1.026, 0.125, -0.155, 0.680, 0.462, 0.581, 0.571, 0.218, 0.395, 0.528, 0.503, 0.394, 0.394, 0.519, -0.550, 0.408, -0.609, 0.227, -0.531, -0.067, 0.958, -0.883, 1.334, -0.878, -0.410, 0.451, 0.552, -0.308, -1.592, 0.539, -1.076, 1.054, -1.340, 0.069, 0.016, 0.164, 0.236, -0.477, 0.584, -0.221, -0.969, -0.534, -0.779, 0.018, 0.670, -0.449, -0.724, -0.824, -0.610, 0.905, -1.376, 0.963, -1.493, -0.886, 0.354, 0.316, 0.368, 0.338, 0.443, 0.133, 0.261, 0.541, 0.408, 0.416, 0.467, 0.547, 0.196, 0.465, 0.357, 0.423, 0.442, 0.072, 0.227, 0.219, 0.234, 0.417, 0.397, -1.412, 1.489, -1.464, -0.569, 0.075, 0.495, 0.352, 0.066, 0.441, 0.025, 0.393, 0.602, -0.326, 0.037],
  "e_homo_ev": -8.135,
  "spin_multiplicity": 1,
  "total_charge": 0,
  "orbital_gap_ev": 8.039,
  "e_tot_ha": -4404.15982,
  "relative_energy_kj_mol": 12.3
}

***

2.
{
  "formula": "C38H48As3Cl3F6N4O6PS3Sc",
  "method": "ωB97M-V/def2-TZVPD",
  "elements": ["Sc", "F", "C", "F", "F", "S", "O", "O", "N", "S", "O", "O", "C", "F", "F", "F", "N", "C", "C", "C", "C", "C", "C", "P", "C", "C", "C", "C", "C", "C", "C", "C", "C", "C", "C", "C", "H", "H", "H", "H", "H", "H", "H", "H", "H", "H", "H", "H", "H", "H", "H", "H", "C", "As", "C", "C", "C", "C", "C", "As", "C", "C", "C", "As", "C", "C", "H", "H", "H", "H", "H", "H", "H", "H", "H", "H", "H", "H", "H", "H", "H", "H", "H", "H", "H", "H", "H", "H", "H", "H", "H", "H", "H", "C", "C", "C", "C", "N", "C", "S", "N", "H", "H", "H", "H", "H", "Cl", "C", "Cl", "Cl", "C", "O", "O"],
  "xyz": [[0.2084, -0.4067, -0.5987], [-1.2541, -3.6145, -4.7712], [-0.4964, -3.5734, -3.6818], [0.5752, -2.8411, -3.9676], [-0.1545, -4.8046, -3.3554], [-1.5194, -2.7873, -2.2980], [-0.7967, -1.5572, -1.9205], [-2.7849, -2.5739, -2.9147], [-1.6382, -3.7830, -1.1063], [-1.0496, -3.6216, 0.3461], [-2.0786, -3.9026, 1.2992], [-0.3072, -2.3764, 0.5630], [0.1648, -5.0539, 0.6048], [1.3680, -4.6067, 0.9339], [0.2223, -5.8129, -0.4712], [-0.2912, -5.7799, 1.6207], [1.4289, 0.1690, -2.8779], [2.5911, 0.9845, -2.9296], [3.5446, 0.7838, -3.9267], [4.6629, 1.5889, -4.0035], [4.8313, 2.6443, -3.1127], [3.8745, 2.8670, -2.1414], [2.7739, 2.0181, -2.0089], [1.3847, 2.2587, -0.8744], [0.5389, 3.6365, -1.7806], [0.4504, 3.5506, -3.1701], [-0.2427, 4.4977, -3.9023], [-0.8566, 5.5643, -3.2624], [-0.7553, 5.6750, -1.8865], [-0.0668, 4.7186, -1.1527], [1.8639, 3.0978, 0.6784], [3.1276, 3.5256, 1.0732], [3.3037, 4.1940, 2.2778], [2.2204, 4.4501, 3.1045], [0.9600, 3.9953, 2.7409], [0.7936, 3.3080, 1.5497], [1.5596, -0.6808, -3.4176], [0.5723, 0.6110, -3.2547], [3.3896, -0.0036, -4.6532], [5.3982, 1.4103, -4.7771], [5.6850, 3.3023, -3.1958], [3.9631, 3.7345, -1.5039], [0.9189, 2.7368, -3.7064], [-0.3037, 4.3976, -4.9777], [-1.4013, 6.3050, -3.8318], [-1.2141, 6.5082, -1.3714], [-0.0091, 4.8454, -0.0827], [3.9928, 3.3193, 0.4611], [4.2949, 4.5142, 2.5672], [2.3592, 4.9837, 4.0347], [0.1105, 4.1587, 3.3911], [-0.1952, 2.9370, 1.2862], [2.4405, 0.8648, 3.1195], [1.4303, -0.4416, 2.1044], [2.8064, -1.8025, 2.1343], [0.3217, -1.2269, 3.5191], [-0.9607, -0.5147, 3.9658], [-0.7206, 0.9915, 4.0919], [-2.1135, -0.7732, 2.9932], [-2.0244, 0.0507, 1.2172], [-3.5494, -0.8768, 0.4158], [-2.9468, 1.7273, 1.5371], [-1.3509, -0.9910, 5.3852], [-1.6801, -2.8303, 6.0399], [0.0002, -3.7637, 5.6366], [-2.7811, -3.6733, 4.6593], [2.6630, 0.4213, 4.0922], [1.9177, 1.8046, 3.2506], [3.3744, 1.0559, 2.5915], [3.1827, -1.8820, 3.1574], [3.6058, -1.5137, 1.4579], [2.4047, -2.7565, 1.8107], [1.0125, -1.3139, 4.3655], [0.0895, -2.2384, 3.1848], [-0.4490, 1.4534, 3.1372], [0.0883, 1.2057, 4.7927], [-1.6197, 1.4952, 4.4544], [-3.0527, -0.4115, 3.4299], [-2.2279, -1.8420, 2.8105], [-4.2799, -1.0537, 1.2079], [-3.3010, -1.8353, -0.0433], [-3.9527, -0.2158, -0.3503], [-3.9257, 1.4796, 1.9531], [-3.0709, 2.2497, 0.5905], [-2.4036, 2.3547, 2.2427], [-2.2624, -0.4596, 5.6804], [-0.5805, -0.6405, 6.0829], [0.8431, -3.2001, 6.0359], [0.1488, -3.9344, 4.5734], [-0.0341, -4.7271, 6.1448], [-3.7074, -3.1150, 4.5289], [-3.0343, -4.6681, 5.0261], [-2.2770, -3.7717, 3.7015], [-5.4958, -0.1653, -4.5288], [-4.0167, 0.0434, -4.4206], [-3.1626, -0.2896, -5.4688], [-1.8182, -0.0876, -5.2534], [-1.3397, 0.3885, -4.1079], [-2.2332, 0.6629, -3.1502], [-1.6397, 1.2961, -1.6228], [-3.5544, 0.5271, -3.2763], [-5.8616, 0.0973, -5.5209], [-6.0098, 0.4269, -3.7754], [-5.7296, -1.2174, -4.3565], [-3.5338, -0.6933, -6.3988], [-1.0896, -0.3130, -6.0266], [4.4989, -3.5696, -0.1423], [3.6365, -3.1390, -1.6421], [3.6318, -4.5347, -2.7145], [4.4798, -1.7979, -2.4324], [2.1633, -2.7194, -1.2680], [1.3012, -3.5630, -1.4535], [2.0323, -1.5454, -0.8148]],
  "atomic_forces_ev_per_a": [[0.4, 0.5, -0.2], [-0.1, 0.0, 0.0], [-0.1, -0.1, 0.2], [0.1, 0.0, 0.0], [0.1, 0.1, -0.1], [-0.1, 0.3, 0.4], [-0.2, -0.9, -0.8], [0.1, 0.0, 0.0], [0.3, -0.1, 0.0], [-0.2, 0.1, -0.3], [0.1, 0.1, 0.1], [-0.1, -0.2, 0.0], [-0.2, 0.1, -0.2], [0.0, -0.1, 0.1], [0.1, 0.0, 0.1], [0.0, 0.0, 0.0], [-0.7, 0.1, 0.3], [0.1, 0.0, -0.1], [0.0, 0.1, 0.0], [0.1, 0.0, 0.0], [-0.1, -0.1, 0.0], [0.0, 0.0, 0.0], [0.0, 0.0, 0.0], [-0.2, 0.3, 0.3], [0.0, -0.1, 0.0], [0.0, 0.0, 0.0], [0.0, 0.0, 0.0], [0.0, 0.0, 0.0], [0.0, 0.0, 0.0], [0.0, 0.0, 0.1], [0.2, 0.0, -0.1], [0.0, 0.0, 0.0], [0.0, 0.0, 0.0], [0.0, 0.0, 0.0], [0.0, 0.1, 0.0], [-0.2, 0.0, 0.0], [0.0, 0.0, 0.1], [0.2, -0.1, -0.1], [0.0, 0.0, 0.0], [0.0, 0.0, 0.0], [0.0, 0.0, 0.0], [0.0, 0.0, 0.0], [0.0, 0.0, 0.0], [0.0, 0.0, 0.0], [0.0, 0.0, 0.0], [0.0, 0.0, 0.0], [0.0, 0.0, 0.0], [0.0, 0.0, 0.0], [0.0, 0.0, 0.0], [0.0, 0.0, 0.0], [0.0, 0.0, 0.0], [0.1, 0.0, 0.0], [0.2, 0.0, 0.2], [-0.1, 0.0, -0.3], [0.0, 0.0, 0.2], [0.0, 0.0, 0.1], [0.0, 0.0, 0.1], [0.0, 0.2, 0.0], [-0.2, 0.0, 0.1], [0.1, -0.3, -0.3], [0.1, 0.0, 0.0], [-0.1, 0.1, 0.1], [0.0, 0.0, 0.0], [0.0, 0.0, 0.1], [0.0, 0.0, 0.0], [0.0, 0.0, 0.0], [0.0, 0.1, 0.0], [0.0, -0.1, 0.0], [0.0, 0.0, 0.0], [0.0, -0.1, -0.1], [0.0, 0.0, 0.0], [0.0, 0.0, 0.0], [-0.1, 0.0, 0.0], [0.0, 0.0, 0.0], [0.0, -0.1, 0.0], [0.0, 0.0, 0.0], [0.0, 0.0, 0.0], [0.0, -0.1, 0.0], [0.0, 0.0, 0.0], [0.0, 0.0, -0.1], [0.1, 0.1, 0.1], [0.0, 0.0, 0.0], [0.0, 0.1, 0.0], [0.0, 0.0, 0.0], [0.0, 0.0, 0.0], [0.0, 0.0, 0.0], [0.0, 0.0, 0.0], [0.0, 0.0, 0.0], [0.0, 0.0, -0.1], [0.0, 0.0, 0.0], [0.0, 0.0, 0.0], [0.0, 0.0, 0.0], [0.0, 0.0, 0.0], [0.0, 0.0, 0.0], [-0.1, -0.1, -0.1], [0.0, 0.0, 0.0], [-0.1, 0.0, -0.1], [0.2, 0.0, 0.0], [0.1, 0.2, 0.2], [0.1, -0.2, -0.1], [-0.1, 0.0, 0.1], [0.0, 0.0, 0.0], [0.0, 0.0, 0.0], [0.0, 0.0, 0.0], [0.0, 0.0, 0.0], [0.0, 0.0, 0.0], [0.0, 0.0, -0.1], [0.0, 0.0, 0.1], [0.0, 0.0, 0.0], [0.0, -0.1, 0.1], [-0.1, -0.4, -0.2], [0.2, 0.3, 0.0], [-0.1, 0.3, 0.2]],
  "mulliken_charge": [-1.153, -0.263, 0.222, -0.158, -0.212, 1.652, 0.757, -0.644, -0.745, 1.522, -0.718, -0.692, 0.166, -0.135, -0.196, -0.264, 0.046, -0.645, -0.804, -0.636, -1.147, -0.748, 0.478, 2.944, 0.861, -0.400, -0.825, -0.684, -0.886, -0.405, 1.392, -0.959, -0.836, -0.781, -0.826, -1.279, 0.233, -0.271, 0.505, 0.432, 0.443, 0.639, 0.216, 0.473, 0.395, 0.439, 0.460, 0.473, 0.420, 0.399, 0.387, 0.222, -1.264, 2.060, -1.222, -1.175, 2.771, -2.007, -1.292, 1.775, -1.257, -1.521, -2.428, 0.289, -0.825, -0.730, 0.615, -0.055, 0.504, 0.643, 0.368, 0.089, 0.962, -0.419, -0.390, 0.443, 0.589, 0.790, -0.001, 0.527, 0.320, 0.401, 0.538, 0.454, 0.321, 0.552, 0.577, 0.265, 0.026, 0.455, 0.317, 0.446, -0.025, -1.362, 1.024, -0.884, -0.537, -0.090, -0.741, -0.035, -0.410, 0.388, 0.340, 0.277, 0.405, 0.502, -0.155, 0.792, -0.133, -0.118, -0.637, -0.136, 0.160],
  "e_homo_ev": -7.614,
  "spin_multiplicity": 1,
  "total_charge": 0,
  "orbital_gap_ev": 7.823,
  "e_tot_ha": -13131.18577,
  "relative_energy_kj_mol": 86.3
}